Below is the molecule C6H4N2, with properties calculated with the ωB97M-V functional and the def2-TZVPD basis.

```
! wB97M-V def2-TZVPD RIJCOSX def2/J DEFGRID3
* xyz 0 1
C 2.081 0.153 0.000
C 1.434 -1.032 -0.187
C 0.000 -0.709 -0.059
N -1.094 -1.285 0.151
C -2.120 -0.147 0.010
C -1.479 1.105 -0.065
C 0.018 0.651 0.045
N 1.113 1.224 0.069
H 3.161 0.420 0.485
H 1.873 -1.967 -0.146
H -3.154 -0.495 0.025
H -1.612 2.333 -0.367
*
```

Results
- SMILES = C1=CC2=NC=CC2=N1
- electronic energy (eV) = -9262.0075
- HOMO level (hartree) = -0.328
- Kohn-Sham gap (eV) = 7.4

Atomic partial charges in e from the natural (NBO) method, atoms 1 to 4: 0.00, -0.28, 0.14, -0.31

---

Below is the molecule C6H4N2O2, with properties calculated with the ωB97M-V functional and the def2-TZVPD basis.

```
! wB97M-V def2-TZVPD RIJCOSX def2/J DEFGRID3
* xyz 0 1
C 0.245 -1.440 1.603
C -0.155 -1.627 0.267
C 0.464 -0.091 1.732
C -0.350 1.375 -1.889
C 0.183 1.785 0.061
C -0.482 0.069 -1.991
N -0.175 -0.464 -0.335
N 0.189 0.475 0.530
O 0.402 2.798 0.633
O -0.749 -0.865 -2.683
H 0.355 -2.192 2.356
H -0.435 -2.513 -0.267
H 0.805 0.505 2.554
H -0.296 2.184 -2.571
*
```

Results
- electronic energy (eV) = -13358.1947
- HOMO level (hartree) = -0.307
- Kohn-Sham gap (eV) = 8.0

Atomic partial charges in e from the natural (NBO) method, atoms 1 to 4: -0.31, 0.04, 0.02, -0.53

---

Below is the molecule C6H4N2O4, with properties calculated with the ωB97M-V functional and the def2-TZVPD basis.

```
! wB97M-V def2-TZVPD RIJCOSX def2/J DEFGRID3
* xyz 0 1
H -2.133 -0.191 -3.041
N -1.525 0.179 -2.195
C -1.532 -0.534 -1.199
O -2.186 -1.685 -0.714
C -1.165 -1.011 0.042
C -0.505 -1.040 1.183
C 0.429 0.158 1.508
O -0.115 1.365 1.024
N 0.619 1.618 -0.177
O 0.280 2.628 -0.748
C 1.521 0.729 -0.456
C 1.649 -0.162 0.626
O 2.404 -1.048 0.925
H -0.447 -1.922 1.882
H 0.700 0.265 2.698
H 2.008 0.650 -1.360
*
```

Results
- SMILES = [H]/N=C1\O\C1=C\[C@@H]1O[N+]([O-])=CC1=O
- electronic energy (eV) = -17449.8766
- HOMO level (hartree) = -0.367
- Kohn-Sham gap (eV) = 9.5

Atomic partial charges in e from the natural (NBO) method, atoms 1 to 4: 0.39, -0.64, 0.50, -0.45

---

Maximum force values, unit hartree/bohr, following the record order: 0.1316 0.1049 0.0636.